No. 1
{"formula": "C20H56N2O9", "method": "ωB97M-V with the def2-TZVPD basis set", "symbols": ["C", "O", "C", "C", "N", "C", "C", "O", "C", "H", "H", "H", "H", "H", "H", "H", "H", "H", "H", "H", "H", "H", "H", "H", "C", "O", "C", "C", "N", "C", "C", "O", "C", "H", "H", "H", "H", "H", "H", "H", "H", "H", "H", "H", "H", "H", "H", "H", "C", "C", "O", "H", "H", "H", "H", "H", "H", "C", "C", "O", "H", "H", "H", "H", "H", "H", "C", "C", "O", "H", "H", "H", "H", "H", "H", "C", "C", "O", "H", "H", "H", "H", "H", "H", "O", "H", "H"], "xyz": [[-16.89754, 1.14209, -17.99568], [-17.55694, 0.10493, -17.32690], [-18.12906, 0.55505, -16.13680], [-18.82225, -0.63166, -15.38968], [-18.01798, -1.56791, -14.61552], [-18.73739, -2.67734, -14.10664], [-17.86711, -3.93836, -14.28646], [-17.47497, -3.91861, -15.69598], [-16.55987, -4.86862, -15.98230], [-16.01053, 1.52574, -17.49156], [-17.58404, 1.95134, -18.24454], [-16.33314, 0.77785, -18.85410], [-18.82622, 1.29967, -16.52100], [-17.30586, 1.00244, -15.57976], [-19.19036, -1.30886, -16.16039], [-19.67817, -0.28914, -14.80813], [-17.20295, -1.87389, -15.12758], [-19.61912, -2.77052, -14.74066], [-18.99713, -2.56386, -13.05414], [-18.22034, -4.88525, -13.87815], [-16.91134, -3.80865, -13.77875], [-16.31655, -4.71310, -17.03335], [-16.88613, -5.90495, -15.89460], [-15.60617, -4.77750, -15.46243], [-15.55296, 17.74554, -7.43124], [-15.23609, 16.43642, -7.92736], [-16.33972, 15.73899, -8.44347], [-15.72484, 14.46690, -9.03484], [-14.76504, 14.64158, -10.16730], [-14.20192, 13.39706, -10.62528], [-15.23893, 12.29747, -11.02522], [-14.62867, 11.38061, -11.84683], [-15.22053, 10.15804, -12.17088], [-16.45032, 17.69763, -6.81436], [-15.68305, 18.47023, -8.23499], [-14.78720, 18.07469, -6.72882], [-16.90403, 16.35356, -9.14487], [-17.13896, 15.51184, -7.73795], [-16.54636, 13.79896, -9.29384], [-15.24528, 13.93706, -8.21179], [-15.13856, 15.13100, -10.96796], [-13.60089, 12.77729, -9.95988], [-13.53132, 13.58096, -11.46468], [-16.12417, 12.73207, -11.48952], [-15.62561, 11.84952, -10.10985], [-14.79087, 9.97250, -13.15528], [-16.30988, 10.18349, -12.19869], [-14.91518, 9.48937, -11.36607], [-20.35431, 4.61660, -2.07267], [-21.70661, 4.16945, -1.47528], [-21.54302, 4.57197, -0.18116], [-20.42815, 4.59321, -3.15991], [-19.48037, 4.00467, -1.84932], [-20.10331, 5.64372, -1.80789], [-21.89604, 3.10562, -1.61832], [-22.51319, 4.68164, -1.99986], [-22.33992, 4.28764, 0.27239], [-14.44475, -2.90041, -7.03420], [-15.77645, -2.22635, -6.69351], [-15.48674, -0.76216, -6.39729], [-14.62455, -3.91808, -7.38080], [-13.61477, -3.09105, -6.35384], [-14.04879, -2.30787, -7.85895], [-16.22121, -2.68884, -5.81237], [-16.54502, -2.40311, -7.44593], [-15.16977, -0.72962, -5.49171], [-25.85119, 6.55388, -12.31993], [-24.80951, 6.14199, -11.27415], [-24.11347, 5.11185, -11.85211], [-26.48805, 5.68219, -12.47048], [-25.43540, 6.72083, -13.31357], [-26.44758, 7.44165, -12.10948], [-25.25125, 6.02996, -10.28400], [-24.23834, 7.03842, -11.03274], [-23.38186, 4.85812, -11.28467], [-25.49545, 0.75238, -8.29283], [-24.39698, -0.26631, -8.60725], [-24.95070, -1.44601, -9.06389], [-26.43011, 0.27861, -7.99274], [-25.80677, 1.32199, -9.16847], [-25.14279, 1.57924, -7.67635], [-23.74791, -0.50207, -7.76391], [-23.74817, 0.11857, -9.39404], [-24.26457, -2.10824, -8.95313], [-19.07062, 3.30454, -9.42902], [-18.46970, 2.98579, -8.75558], [-18.50081, 3.59366, -10.14173]], "forces_ev_per_angstrom": [[1.0, -0.2, -0.3], [1.0, -1.2, -1.0], [-0.1, -0.8, 0.4], [0.2, -0.4, -1.1], [1.8, 2.2, 0.9], [0.3, -1.4, -0.4], [1.1, 1.4, -0.8], [-2.2, 0.3, 1.9], [1.6, -1.1, -1.7], [-0.3, 0.4, 1.1], [0.0, 0.1, -0.2], [-1.0, -0.5, -0.6], [-0.6, 0.4, 1.1], [-0.3, 0.3, 0.7], [-0.8, 0.6, -0.8], [0.2, 0.2, 0.1], [-0.2, 0.1, -0.2], [-0.6, -0.5, 0.3], [-0.3, 0.0, 0.1], [-0.7, -0.1, -0.6], [0.1, 0.3, 0.5], [0.1, -0.2, -0.2], [-0.4, -0.2, 0.3], [0.1, 0.2, 0.5], [-0.1, -0.9, 0.3], [-0.2, 1.2, 0.9], [0.8, -0.1, -0.9], [-0.5, 0.0, -0.7], [-0.1, -0.3, 1.6], [-0.5, -1.6, -0.9], [-0.6, 0.9, 0.4], [1.2, 0.9, -0.6], [0.2, 0.4, 0.6], [-0.4, 0.1, -0.1], [0.0, 0.0, -0.1], [0.3, -0.1, -0.4], [0.3, 0.2, -0.8], [0.3, -0.4, 0.8], [-0.4, -0.1, -0.3], [0.5, 0.2, -0.1], [-0.4, 0.1, 0.2], [0.4, 1.0, 0.9], [-0.2, 0.1, -0.2], [-0.2, 0.3, -0.4], [0.0, -0.4, 0.3], [-0.3, -0.8, 0.2], [-0.2, 0.2, -0.2], [-0.1, -0.8, -0.4], [-0.3, -0.4, -1.6], [2.1, 0.6, -2.1], [-1.2, -0.1, 2.3], [0.0, 0.1, -0.2], [-0.3, -0.2, 0.5], [-0.3, 0.0, 0.2], [0.2, -0.3, 0.2], [-0.2, 0.3, 0.0], [0.0, 0.2, 0.7], [-0.4, -0.4, -1.3], [1.5, 0.9, 2.1], [-1.1, -2.0, -1.0], [-0.3, 0.0, -0.5], [-0.5, 0.8, 0.9], [0.2, -0.3, -0.2], [0.0, 0.2, 0.3], [0.4, 0.9, -0.4], [0.0, -0.1, 0.1], [-0.3, -0.6, -0.1], [-1.2, 2.9, -0.3], [0.9, -1.1, 0.2], [-0.4, 0.1, 0.1], [0.6, 0.1, 0.2], [0.0, -0.2, 0.5], [-0.5, -1.3, 0.0], [1.0, 0.2, -0.5], [0.1, -0.1, 0.0], [0.1, 0.4, -0.8], [0.4, 1.3, 0.1], [-0.7, -1.5, -0.3], [0.3, 0.0, 0.7], [0.2, -0.3, -0.6], [-0.1, -0.5, 0.7], [-0.1, 0.4, 0.4], [0.2, 0.4, 0.0], [-0.2, -0.3, -0.2], [-0.3, 0.0, 0.0], [0.1, -0.1, 0.2], [0.1, 0.1, -0.2]], "mulliken_charge": [-0.798, -0.290, -0.673, -0.541, -0.443, -0.515, -0.686, -0.292, -0.839, 0.322, 0.297, 0.281, 0.412, 0.348, 0.398, 0.339, 0.300, 0.342, 0.310, 0.471, 0.348, 0.253, 0.302, 0.353, -0.780, -0.285, -0.672, -0.529, -0.255, -0.830, -0.419, -0.321, -0.721, 0.316, 0.287, 0.253, 0.380, 0.381, 0.376, 0.325, 0.267, 0.279, 0.408, 0.359, 0.354, 0.240, 0.314, 0.272, -1.094, -0.154, -0.488, 0.343, 0.294, 0.291, 0.276, 0.243, 0.290, -0.907, -0.279, -0.527, 0.313, 0.326, 0.258, 0.237, 0.288, 0.292, -1.072, -0.177, -0.497, 0.263, 0.295, 0.356, 0.283, 0.256, 0.293, -1.018, -0.176, -0.518, 0.313, 0.270, 0.313, 0.292, 0.221, 0.303, -0.645, 0.324, 0.322], "relative_energy_ev": 4.169, "smiles": "COCCNCCOC.COCCNCCOC.CCO.CCO.CCO.CCO.O", "total_charge": 0}



No. 2
{"formula": "C20H56O9S8", "method": "ωB97M-V with the def2-TZVPD basis set", "symbols": ["C", "S", "O", "C", "H", "H", "H", "H", "H", "H", "C", "S", "O", "C", "H", "H", "H", "H", "H", "H", "C", "S", "O", "C", "H", "H", "H", "H", "H", "H", "C", "S", "O", "C", "H", "H", "H", "H", "H", "H", "C", "S", "O", "C", "H", "H", "H", "H", "H", "H", "C", "S", "O", "C", "H", "H", "H", "H", "H", "H", "C", "S", "O", "C", "H", "H", "H", "H", "H", "H", "C", "S", "O", "C", "H", "H", "H", "H", "H", "H", "C", "C", "C", "O", "C", "H", "H", "H", "H", "H", "H", "H", "H"], "xyz": [[0.13417, -0.20229, -4.34551], [-1.03367, -1.48276, -3.74640], [-2.35340, -1.20749, -4.48693], [-0.30305, -2.90573, -4.77067], [1.09465, -0.35358, -3.85278], [-0.34970, 0.71389, -4.12287], [0.27647, -0.33491, -5.42775], [-0.19325, -2.53757, -5.81042], [-1.04314, -3.73270, -4.70710], [0.69613, -3.22892, -4.51008], [1.60340, -2.05916, 4.17817], [1.17700, -0.29658, 3.86012], [-0.00108, -0.31332, 2.95996], [0.55844, 0.08822, 5.48324], [1.85310, -2.69866, 3.35539], [0.58736, -2.38522, 4.54945], [2.32138, -2.09665, 4.99271], [1.33015, -0.23156, 6.24638], [-0.34047, -0.55579, 5.75517], [0.44791, 1.13027, 5.59139], [-3.34415, 0.46118, 2.04584], [-4.06934, 0.91977, 3.69160], [-3.74678, -0.17150, 4.68166], [-2.79930, 2.26619, 3.96710], [-2.39982, -0.02225, 2.30901], [-3.19475, 1.26750, 1.33122], [-3.96315, -0.29189, 1.58514], [-1.81675, 1.75871, 3.87229], [-3.02812, 2.58792, 4.94729], [-2.89657, 2.99649, 3.15809], [-1.36838, -3.61658, -0.18773], [-1.04276, -4.37787, 1.41929], [0.38504, -4.15906, 1.72447], [-2.04911, -3.14847, 2.30708], [-1.18875, -2.50958, -0.13162], [-2.42332, -3.70867, -0.38063], [-0.77181, -4.12262, -0.95671], [-2.88393, -2.90465, 1.63794], [-1.43058, -2.17276, 2.44933], [-2.37150, -3.66338, 3.19169], [2.74756, -3.25541, -0.33268], [2.58158, -3.42397, -2.03540], [1.62563, -2.41740, -2.53115], [4.28660, -3.00522, -2.43705], [3.18539, -2.30549, -0.07109], [3.26728, -4.15233, 0.03815], [1.71002, -3.22645, 0.13015], [4.58845, -1.97982, -2.14586], [4.41697, -3.08278, -3.50198], [4.96463, -3.69569, -1.93095], [4.04747, 3.52880, 3.91716], [3.93387, 3.18163, 5.71464], [2.73714, 2.24127, 5.86152], [5.43176, 2.08544, 5.78639], [5.01675, 3.99176, 3.70005], [3.23463, 4.18395, 3.59050], [4.02591, 2.57047, 3.41487], [6.31441, 2.74381, 5.67525], [5.40839, 1.27715, 5.03803], [5.40623, 1.60532, 6.78595], [1.78607, 4.39784, -4.93409], [3.32654, 3.43202, -5.00659], [4.27478, 4.28286, -4.27244], [2.70330, 2.12982, -3.92083], [2.04110, 5.36422, -5.34590], [1.36537, 4.42706, -3.95827], [1.02022, 3.89944, -5.54914], [2.59159, 2.51965, -2.91888], [3.42184, 1.32370, -3.83671], [1.74982, 1.73732, -4.31252], [-1.05932, 0.52990, -0.95414], [-0.25706, 2.16440, -0.80669], [-1.32308, 3.09713, -0.32851], [0.87273, 1.69850, 0.43950], [-1.74595, 0.42391, -0.14014], [-0.43195, -0.35387, -0.93015], [-1.64918, 0.54784, -1.88731], [1.42981, 0.95067, -0.09896], [0.39922, 1.34654, 1.30493], [1.55849, 2.48835, 0.69250], [-5.12948, -0.64196, -2.69708], [-4.76772, 0.55786, -3.47457], [-4.58113, 1.67689, -2.38852], [-4.40107, 0.99707, -1.08600], [-4.42442, -0.46328, -1.35738], [-4.72064, -1.50305, -3.26386], [-6.19487, -0.79285, -2.40179], [-5.50137, 0.96565, -4.18559], [-3.87027, 0.46385, -4.09872], [-5.42923, 2.32472, -2.31872], [-3.66811, 2.25350, -2.47001], [-4.97803, -0.92775, -0.54851], [-3.39719, -0.88094, -1.46525]], "forces_ev_per_angstrom": [[0.2, -1.7, -0.4], [-0.5, -0.9, -2.4], [1.7, -0.2, 1.1], [-0.6, 0.5, -0.3], [-0.2, 0.1, 0.2], [-0.2, 1.0, 0.3], [-0.3, 0.1, 0.3], [-0.7, -0.1, 0.5], [0.5, 0.6, -0.1], [-0.1, 0.1, 0.7], [-2.3, 0.6, 1.5], [1.2, -0.3, -0.1], [-0.7, -0.1, -0.6], [0.4, -3.0, 1.8], [0.2, 0.3, -0.8], [1.1, -0.2, -0.2], [0.1, -0.1, 0.0], [-0.5, 0.5, -0.9], [0.7, 1.1, -0.8], [-0.4, 1.2, 0.0], [0.2, -0.6, 0.9], [1.1, 0.3, -0.4], [-0.1, 0.6, -0.9], [-0.1, -1.9, -1.5], [0.1, 0.2, 0.0], [-0.2, 0.3, 0.3], [-0.5, -0.2, -0.1], [-0.5, 0.3, 0.3], [0.1, 0.8, 0.9], [-0.1, 0.1, 0.4], [0.5, 0.9, 0.0], [-1.1, 0.4, -0.6], [0.9, 0.2, 0.3], [1.2, 1.3, -0.8], [0.3, -1.0, -0.1], [-0.4, -0.4, -0.3], [-0.1, 0.3, 0.2], [0.0, -0.2, 0.5], [-0.9, -1.8, 0.1], [-0.2, 0.4, 0.7], [-1.6, 0.0, 2.0], [0.5, -1.6, -1.0], [-0.1, 1.2, -0.2], [0.4, 0.9, 0.2], [0.6, 0.2, 0.2], [0.0, 0.5, 0.1], [1.1, -0.4, -0.6], [-0.5, -0.4, 0.0], [0.0, -0.2, -0.5], [-0.2, -0.1, -0.1], [0.5, 0.1, 0.4], [-0.8, -1.9, -0.6], [1.3, 1.1, -0.1], [-0.3, 0.3, 0.4], [-0.2, 0.1, 0.1], [0.1, -0.2, 0.3], [-0.3, -0.2, -0.1], [-0.3, -0.5, 0.1], [-0.2, 0.5, 0.1], [0.1, 0.5, -0.5], [-0.2, -1.0, -1.4], [-1.3, 0.2, -0.1], [0.9, 0.0, 0.5], [-0.1, -0.3, 0.0], [-0.1, 0.2, 0.1], [0.1, 0.3, 1.1], [0.3, 0.2, -0.1], [-0.3, 0.4, 0.2], [0.2, -0.2, -0.3], [0.5, 0.3, 0.2], [-0.3, 0.3, -0.6], [-1.0, 0.2, -1.2], [0.5, -0.4, 0.2], [0.8, 0.5, -0.5], [-0.5, 0.2, 0.6], [0.6, 0.2, -0.3], [0.3, 0.1, 0.4], [0.4, -0.7, 0.2], [-0.7, -0.8, 1.3], [0.1, 0.6, -0.1], [-0.4, -1.8, 0.6], [0.1, 3.2, -0.5], [1.1, -1.5, 0.8], [-0.4, -1.6, -1.3], [0.7, 1.2, -0.4], [-0.5, 0.1, 0.6], [0.5, 0.3, -1.0], [-0.2, -0.6, 0.2], [0.0, -0.4, 0.6], [-0.6, 0.4, 0.1], [0.1, 0.4, -0.5], [0.2, -0.1, 0.2], [-0.4, 0.4, 0.5]], "mulliken_charge": [-1.397, 1.025, -0.787, -1.119, 0.308, 0.494, 0.537, 0.395, 0.340, 0.268, -0.880, 0.549, -0.516, -1.196, 0.223, 0.230, 0.395, 0.411, 0.438, 0.371, -0.482, 0.402, -0.610, -0.651, -0.024, 0.421, 0.165, -0.061, 0.406, 0.351, -0.820, 0.298, -0.518, -0.531, -0.027, 0.593, 0.359, 0.254, -0.115, 0.492, -0.595, 0.404, -0.552, -1.123, 0.329, 0.435, -0.089, 0.309, 0.373, 0.414, -0.848, 0.395, -0.528, -0.904, 0.407, 0.312, 0.206, 0.372, 0.269, 0.311, -0.865, 0.462, -0.622, -0.548, 0.354, 0.246, 0.327, 0.262, 0.444, 0.000, 0.763, 0.518, -0.702, -0.585, -0.482, 0.187, -0.436, 0.279, -0.082, 0.489, -0.548, -0.340, -0.578, -0.414, 0.249, 0.279, 0.273, 0.396, 0.073, 0.349, 0.237, 0.403, -0.276], "total_charge": 0, "e_tot_ev": -126749.3488}



Number 2 is which compound? C20H56O9S8